Entry 1:
The following is a DFT calculation (ωB97M-V with the def2-TZVPD basis set) of a cluster of 3 separate species, C4H11NO2 in total in a non-equilibrium geometry.

Geometry (Å):
C1 2.043 -0.179 1.832
C2 1.118 -0.180 0.617
C3 1.529 -0.282 -0.673
C4 -1.125 -1.253 0.534
N1 -0.256 -0.422 0.982
H1 1.861 -1.196 2.379
H2 3.129 -0.088 1.582
H3 1.750 0.675 2.482
H4 0.850 -0.434 -1.529
H5 2.594 -0.132 -0.971
H6 -2.092 -1.598 1.210
H7 -1.265 -1.746 -0.463
H8 -1.546 2.948 -0.465
H9 -1.343 1.729 0.356
O1 -1.651 2.014 -0.535
H10 -1.604 0.461 -1.831
H11 -2.456 -0.139 -2.929
O2 -1.535 -0.177 -2.576

Computed properties:
ΔE to the lowest compared entry with this formula, charge and spin ... 69.0 kcal per mole
Lowest unoccupied orbital energy ... 0.58 eV
Energy ... -364.15829 Ha
Molar mass ... 105.14 g mol⁻¹
Orbital gap ... 9.620 eV
Charge ... 0
Spin multiplicity ... 1

Entry 2:
The following is a DFT calculation (ωB97M-V with the def2-TZVPD basis set) of a cluster of 3 separate species, C4H11NO2 in total in a non-equilibrium geometry.

Geometry (Å):
C1 -0.742 0.040 1.493
N1 -0.175 0.275 0.183
C2 -1.097 1.049 -0.687
C3 1.104 0.614 0.202
C4 2.153 -0.132 -0.530
O1 3.306 0.197 -0.549
H1 -1.824 -0.215 1.404
H2 -0.641 0.942 2.107
H3 -0.223 -0.773 1.991
H4 -1.982 0.449 -0.896
H5 -1.383 2.001 -0.248
H6 -0.580 1.174 -1.644
H7 1.490 1.159 1.070
H8 -1.922 -3.509 -1.627
H9 1.866 -1.152 -0.838
H10 -3.917 -1.235 0.079
H11 -1.781 -3.246 -0.946
O2 -2.978 -1.029 0.048

Computed properties:
ΔE to the lowest compared entry with this formula, charge and spin ... 185.2 kcal per mole
Lowest unoccupied orbital energy ... -3.51 eV
Energy ... -363.97303 Ha
Molar mass ... 105.14 g mol⁻¹
Orbital gap ... 4.017 eV
Charge ... 0
Spin multiplicity ... 1

Entry 3:
The following is a DFT calculation (ωB97M-V with the def2-TZVPD basis set) of a cluster of 2 separate species, C4H11NO2 in total in a non-equilibrium geometry.

Geometry (Å):
C1 1.105 -2.524 -0.430
O1 1.177 -1.553 -1.483
H1 1.837 -0.907 -1.219
H2 0.354 -2.187 0.286
H3 2.053 -2.645 0.082
H4 0.751 -3.441 -0.890
C2 -0.127 1.299 -0.216
C3 0.587 1.947 0.939
C4 -1.070 0.210 0.260
O2 -0.823 -0.707 1.009
N1 -2.394 0.515 -0.048
H5 -0.607 2.045 -0.837
H6 0.577 0.816 -0.899
H7 1.317 1.429 1.583
H8 -3.087 -0.067 0.416
H9 -2.735 0.680 -0.993
H10 -0.133 2.278 1.698
H11 1.219 2.814 0.743

Computed properties:
ΔE to the lowest compared entry with this formula, charge and spin ... 29.1 kcal per mole
Lowest unoccupied orbital energy ... 0.89 eV
Energy ... -364.22172 Ha
Molar mass ... 105.14 g mol⁻¹
Orbital gap ... 10.800 eV
Charge ... 0
Spin multiplicity ... 1

- Among the records above, which one has the lowest lowest unoccupied orbital energy?
  number 2

- energy of number 2 (C4H11NO2)?
  -363.97303 Ha

- Which formula does entry 1 have?
  C4H11NO2